# 1
Here is a 7-piece molecular cluster, C39H36F6O overall at a distorted geometry from the Open Molecules 2025 dataset. Energies are from ωB97M-V with the def2-TZVPD basis set.

Summary:
* frontier orbital gap: 9.651 eV
* electronic energy: -59378.5174 eV
* energy relative to the best compared isomer or geometry (same formula, charge and spin): 0.0 kJ/mol
* HOMO energy: -9.19 eV
* structure (SMILES): Fc1ccccc1.Fc1ccccc1.Fc1ccccc1.Fc1ccccc1.Fc1ccccc1.Fc1ccccc1.CC(C)=O

ORCA input file:
```
! wB97M-V def2-TZVPD RIJCOSX def2/J DEFGRID3
* xyz 0 1
F -2.0958 3.4976 -5.8664
C -2.2102 2.2726 -5.3386
C -1.2926 1.2981 -5.6919
C -1.3303 0.0743 -5.0378
C -2.2681 -0.2074 -4.0535
C -3.2153 0.7843 -3.7737
C -3.2166 2.0051 -4.4128
H -0.5313 1.5717 -6.4104
H -0.5497 -0.6299 -5.3012
H -2.2342 -1.1145 -3.4729
H -3.9530 0.6771 -2.9855
H -3.8861 2.8204 -4.1716
F 4.7393 4.7667 2.2863
C 4.2707 3.6624 2.8811
C 3.7876 3.6952 4.1870
C 3.2481 2.5614 4.7739
C 3.2429 1.3879 4.0195
C 3.7205 1.3505 2.7239
C 4.2901 2.4936 2.1546
H 3.6844 4.6721 4.6466
H 2.8000 2.6434 5.7529
H 2.9110 0.4660 4.4841
H 3.8272 0.3614 2.2971
H 4.6178 2.4689 1.1237
F -0.0854 2.5650 3.5610
C -0.1633 2.3539 4.8837
C -0.1277 1.0748 5.3807
C -0.2702 0.8639 6.7472
C -0.3415 1.9691 7.5974
C -0.3958 3.2479 7.0660
C -0.2975 3.4589 5.6950
H 0.0618 0.2742 4.6749
H -0.2213 -0.1692 7.0610
H -0.3496 1.7604 8.6591
H -0.4774 4.1192 7.7023
H -0.3128 4.4638 5.2981
F 3.5257 -3.1641 -6.4551
C 3.1213 -1.9921 -5.9894
C 2.7016 -1.8932 -4.6717
C 2.3643 -0.6514 -4.1285
C 2.3732 0.4476 -4.9788
C 2.7333 0.3558 -6.3182
C 3.1218 -0.8860 -6.8098
H 2.6808 -2.8142 -4.1003
H 1.9746 -0.6042 -3.1221
H 2.0207 1.3516 -4.4910
H 2.7354 1.2531 -6.9181
H 3.4544 -0.9182 -7.8406
F 2.9253 -4.1486 2.9349
C 1.8133 -4.0637 2.1804
C 1.8009 -3.1354 1.1543
C 0.6377 -3.0363 0.4073
C -0.4178 -3.9008 0.6066
C -0.3505 -4.8665 1.6142
C 0.7952 -4.9676 2.3970
H 2.6886 -2.5266 1.0510
H 0.6297 -2.2997 -0.3876
H -1.3061 -3.8162 -0.0063
H -1.2489 -5.4416 1.7926
H 0.8326 -5.7938 3.0939
F -5.3426 -1.9239 2.1452
C -5.1258 -1.9667 0.8232
C -6.0853 -2.5666 -0.0176
C -5.7794 -2.7545 -1.3566
C -4.5615 -2.2876 -1.8577
C -3.6391 -1.6700 -1.0568
C -3.9390 -1.5128 0.2978
H -7.0380 -2.8927 0.3767
H -6.5070 -3.2298 -1.9979
H -4.3379 -2.4936 -2.9000
H -2.6395 -1.4329 -1.3947
H -3.1962 -1.0565 0.9434
C 1.2954 1.4477 0.1485
C 0.2332 0.8272 -0.7387
C -1.0757 1.5582 -0.8268
O 0.4311 -0.2083 -1.3365
H 1.9631 0.7172 0.5825
H 0.7820 2.0942 0.8639
H 1.7925 2.1884 -0.4889
H -0.9458 2.6212 -0.6322
H -1.6447 1.1343 0.0108
H -1.6227 1.3584 -1.7429
*
```

Löwdin population analysis, charges in e, atoms 1 to 8:
1. F 0.07
2. C -0.29
3. C -0.01
4. C -0.07
5. C -0.09
6. C -0.11
7. C -0.02
8. H 0.11

---

# 2
Here is C39H36N2OP2S2V as an isolated structure at a distorted geometry from the Open Molecules 2025 dataset. Energies are from ωB97M-V with the def2-TZVPD basis set.

Summary:
* frontier orbital gap (alpha / beta): 7.141 / 7.034 eV
* electronic energy: -111975.6753 eV
* energy relative to the best compared isomer or geometry (same formula, charge and spin): 0.0 kJ/mol
* <S²>: 0.7660
* HOMO energy (alpha / beta): -13.36 / -13.09 eV

ORCA input file:
```
! wB97M-V def2-TZVPD RIJCOSX def2/J DEFGRID3
* xyz 2 2
V -0.1319 -0.5740 -0.0040
O -0.6344 2.1994 1.1849
S -0.1413 1.6391 -0.0760
C -1.3243 2.1482 -1.3397
C -1.1197 3.2375 -2.1782
C -2.1356 3.7033 -2.9921
C -3.3725 3.0763 -2.9724
C -3.5600 1.9657 -2.1695
C -2.5530 1.4705 -1.3320
P -3.2267 -0.0996 -0.5659
C -2.0668 -1.0292 0.5832
C -1.8709 -0.7629 1.9522
C -1.3195 -1.7288 2.7877
C -0.8847 -2.9479 2.2751
C -1.0199 -3.2184 0.9149
C -1.6169 -2.2819 0.0739
C -4.3236 0.6033 0.7159
C -5.4101 -0.1733 1.1137
C -6.2209 0.2519 2.1549
C -5.9531 1.4522 2.7969
C -4.8769 2.2322 2.3942
C -4.0599 1.8155 1.3547
C 1.5394 2.2621 -0.3481
C 1.9071 3.5093 -0.8237
C 3.2538 3.8334 -0.9038
C 4.2222 2.9353 -0.4829
C 3.8515 1.7098 0.0514
C 2.5080 1.3625 0.1187
P 1.9068 -0.1389 0.9657
C 3.0245 -1.5346 0.6737
C 2.8131 -2.6296 1.5169
C 3.5394 -3.7955 1.3411
C 4.4791 -3.8745 0.3221
C 4.6814 -2.7941 -0.5240
C 3.9539 -1.6238 -0.3586
C 2.1524 0.3134 2.7080
C 3.4544 0.3016 3.2134
C 3.6954 0.7467 4.5012
C 2.6414 1.1829 5.2946
C 1.3474 1.1800 4.7974
C 1.0978 0.7533 3.5006
H -0.1641 3.7327 -2.2014
H -1.9568 4.5534 -3.6361
H -4.1821 3.4370 -3.5919
H -4.5192 1.4578 -2.1846
H -2.2337 0.1636 2.3750
H -1.2609 -1.5366 3.8513
H -0.4932 -3.7059 2.9403
H -0.7185 -4.1794 0.5192
H -1.8726 -2.5729 -0.9386
H -5.6220 -1.1066 0.6042
H -7.0668 -0.3493 2.4613
H -6.5860 1.7861 3.6083
H -4.6699 3.1701 2.8935
H -3.2203 2.4268 1.0477
H 1.1797 4.2560 -1.1002
H 3.5456 4.7992 -1.2930
H 5.2700 3.1969 -0.5474
H 4.6105 1.0350 0.4231
H 2.0893 -2.5471 2.3211
H 3.3846 -4.6365 2.0042
H 5.0633 -4.7768 0.1991
H 5.4166 -2.8615 -1.3158
H 4.1179 -0.7875 -1.0249
H 4.2727 -0.0767 2.6133
H 4.7076 0.7572 4.8832
H 2.8319 1.5268 6.3023
H 0.5295 1.5199 5.4189
H 0.0956 0.7945 3.0986
C 1.0747 -2.5032 -5.5122
N 1.2575 -1.8948 -4.1951
C 0.3987 -1.2987 -3.3897
S 1.0944 -0.4860 -2.0087
N -0.9127 -1.2375 -3.5732
C -1.7472 -1.9352 -4.5517
H 2.0145 -2.4211 -6.0514
H 0.3107 -1.9860 -6.0836
H 0.8243 -3.5605 -5.4268
H 2.2022 -1.8953 -3.8420
H -1.3901 -0.5824 -2.9756
H -1.3249 -2.9081 -4.7831
H -1.8696 -1.3559 -5.4664
H -2.7277 -2.0899 -4.1073
*
```

Löwdin population analysis, charges in e, atoms 1 to 8:
1. V 0.26
2. O -0.39
3. S 0.80
4. C -0.32
5. C -0.05
6. C -0.04
7. C -0.03
8. C -0.11